[1]
{
  "formula": "C39H53FN9OS2Y",
  "method": "wB97M-V/def2-TZVPD",
  "homo_lumo_gap_ha": 0.26378,
  "charge": 2,
  "total_energy_ha": -3020.28740,
  "e_lumo_ev": -5.48,
  "de_lowest_kj_mol": 249.5,
  "elements": ["Y", "C", "C", "N", "C", "C", "N", "C", "C", "N", "C", "C", "N", "C", "C", "C", "C", "C", "C", "C", "N", "H", "H", "H", "H", "H", "H", "H", "H", "H", "H", "H", "H", "H", "H", "H", "H", "H", "H", "H", "H", "H", "H", "H", "S", "C", "N", "C", "C", "N", "C", "C", "C", "C", "C", "C", "C", "C", "S", "C", "C", "C", "C", "C", "C", "C", "H", "H", "H", "H", "H", "H", "H", "H", "H", "H", "H", "H", "H", "H", "H", "H", "H", "H", "C", "N", "C", "C", "C", "N", "C", "C", "O", "H", "H", "H", "H", "H", "H", "H", "H", "H", "H", "H", "H", "F"],
  "coordinates": [[-1.35517, 1.78467, 1.41275], [1.13837, 4.49116, -1.21488], [0.07532, 3.64486, -0.59041], [-0.25780, 3.63626, 0.64431], [0.24333, 4.51233, 1.67049], [-0.82722, 4.69874, 2.79162], [-1.61999, 3.47803, 2.99800], [-2.11775, 3.11164, 4.32898], [-2.03276, 1.56733, 4.59775], [-1.95353, 0.71823, 3.38615], [-3.05722, -0.24426, 3.15028], [-3.84793, 0.00404, 1.84596], [-2.96131, 0.35443, 0.76252], [-3.35096, 0.40496, -0.46275], [-4.70114, -0.00237, -0.95404], [-2.47136, 1.17481, -1.39257], [-2.80001, 1.43970, -2.72709], [-2.03461, 2.34648, -3.44019], [-1.03057, 3.06158, -2.79726], [-0.76694, 2.76878, -1.46055], [-1.42112, 1.78690, -0.82882], [1.97631, 4.63672, -0.53351], [0.74493, 5.47776, -1.46298], [1.50277, 4.03037, -2.12916], [0.51848, 5.49660, 1.27825], [1.13482, 4.04472, 2.10194], [-1.47854, 5.52902, 2.49319], [-0.31808, 4.99478, 3.71100], [-2.45630, 3.62227, 2.43252], [-3.16228, 3.42515, 4.43989], [-1.54572, 3.62425, 5.10691], [-2.90648, 1.28652, 5.19482], [-1.14776, 1.36634, 5.20992], [-1.10141, 0.16130, 3.47059], [-3.76585, -0.22439, 3.98672], [-2.62674, -1.25015, 3.08404], [-4.54063, 0.84844, 1.97749], [-4.44086, -0.89524, 1.62855], [-5.10771, -0.81098, -0.35387], [-4.67039, -0.33658, -1.98475], [-5.37611, 0.85110, -0.88573], [-3.65004, 0.97288, -3.20060], [-2.26199, 2.54312, -4.47837], [-0.51001, 3.84945, -3.31768], [-0.11520, -1.22088, 0.75115], [0.28257, -1.79850, -0.76259], [1.42003, -2.43381, -1.04172], [1.74136, -2.70253, -2.43078], [1.26001, -1.53291, -3.28117], [-0.16590, -1.39051, -3.09059], [-0.98149, -0.99326, -4.22292], [-1.12015, -2.05640, -5.28692], [-1.88274, -3.19383, -5.05035], [-2.06138, -4.12908, -6.05411], [-1.48219, -3.93719, -7.29757], [-0.71187, -2.81361, -7.53240], [-0.53092, -1.87434, -6.53191], [-0.66596, -1.62593, -1.87649], [-2.27360, -1.86268, -1.57305], [2.24502, -3.09557, -0.04891], [2.15324, -4.58961, -0.24847], [0.93787, -5.22256, -0.01952], [0.80737, -6.58153, -0.23749], [1.89438, -7.31619, -0.68504], [3.10774, -6.69109, -0.91423], [3.23706, -5.32815, -0.70316], [1.26463, -3.62943, -2.77220], [2.82311, -2.82301, -2.51312], [1.44843, -1.72950, -4.33760], [1.78210, -0.60897, -2.99128], [-0.52498, -0.09475, -4.65537], [-1.96771, -0.73991, -3.82484], [-2.34269, -3.33845, -4.08328], [-2.65456, -5.00933, -5.86603], [-1.63982, -4.65773, -8.08610], [-0.24712, -2.66645, -8.49454], [0.05807, -0.98926, -6.72700], [1.87345, -2.81645, 0.93865], [3.27844, -2.75780, -0.16033], [0.09540, -4.64323, 0.33263], [-0.14035, -7.06670, -0.06042], [1.79421, -8.37773, -0.84996], [3.95399, -7.26434, -1.26290], [4.18669, -4.84398, -0.88121], [3.00265, 0.06011, 1.44914], [3.14754, 0.95829, 2.56628], [4.47836, 0.93171, 3.15343], [4.49374, 1.55028, 4.53798], [3.74441, 2.86551, 4.42278], [2.38294, 2.59859, 3.99331], [1.33994, 3.13873, 4.83373], [2.10862, 1.68528, 3.02461], [0.94835, 1.57056, 2.54895], [3.08868, -0.97398, 1.79130], [3.79176, 0.25618, 0.72166], [2.02772, 0.20102, 0.98915], [5.16563, 1.47498, 2.49366], [4.80850, -0.10863, 3.19516], [5.51600, 1.70807, 4.87511], [3.98859, 0.90249, 5.25530], [4.23934, 3.51475, 3.69158], [3.70880, 3.39325, 5.37482], [1.48510, 2.82095, 5.87208], [0.39038, 2.76978, 4.46456], [1.36217, 4.23118, 4.80539], [-3.01580, 2.91635, 0.88373]],
  "forces_ev_per_a": [[1.942, -0.662, 0.988], [-0.032, 0.113, 0.116], [0.110, 0.196, 0.280], [0.335, 0.470, -1.003], [0.302, 0.343, 0.587], [0.377, 0.436, -0.305], [-0.316, 0.584, 0.307], [-0.087, -0.398, 0.408], [0.029, 0.558, 0.324], [-0.125, -0.671, 0.799], [-0.494, -0.451, -0.310], [-0.285, -0.213, 0.400], [-0.948, -0.434, -1.298], [0.020, -0.058, 0.770], [0.029, -0.107, 0.131], [0.247, 0.410, -0.536], [0.092, 0.031, 0.265], [-0.061, 0.033, 0.230], [0.123, -0.185, 0.299], [-0.202, -0.263, -0.650], [-0.305, 0.073, -1.508], [-0.051, -0.029, 0.015], [-0.030, 0.074, -0.053], [0.040, 0.026, -0.026], [0.040, -0.081, 0.035], [-0.024, 0.095, -0.018], [0.036, -0.134, 0.153], [-0.126, -0.026, -0.122], [-0.120, 0.077, -0.140], [0.192, 0.047, -0.030], [-0.097, -0.018, -0.062], [0.177, -0.049, -0.061], [-0.152, -0.008, -0.097], [-0.150, 0.141, 0.108], [0.188, -0.096, -0.119], [-0.070, 0.178, 0.122], [0.038, -0.146, 0.006], [0.052, 0.184, 0.115], [-0.040, -0.014, 0.023], [-0.019, -0.027, -0.061], [-0.070, 0.108, 0.037], [0.015, -0.067, 0.034], [-0.023, 0.048, -0.030], [0.100, 0.062, 0.001], [-0.025, 0.030, 0.341], [0.967, -0.129, 0.776], [-0.767, 0.403, -0.139], [-0.038, 0.013, -0.755], [0.583, -0.098, 0.131], [0.131, 0.128, 0.671], [-0.390, 0.023, -0.415], [0.097, 0.231, 0.005], [0.020, -0.054, 0.055], [0.010, -0.047, 0.076], [-0.021, -0.048, -0.083], [0.105, 0.001, -0.116], [-0.049, -0.017, 0.143], [-0.964, -0.089, -1.033], [-0.019, -0.490, -0.100], [0.274, -0.302, 0.478], [0.118, 0.009, -0.039], [0.010, 0.021, 0.010], [-0.066, 0.032, -0.007], [0.022, -0.069, -0.006], [0.046, -0.095, -0.050], [-0.078, 0.100, 0.101], [0.098, 0.041, 0.067], [-0.086, 0.013, -0.007], [0.004, -0.025, 0.076], [-0.022, -0.101, -0.108], [-0.031, -0.082, 0.045], [0.254, -0.018, -0.117], [-0.057, -0.007, 0.076], [-0.103, -0.104, 0.017], [0.019, -0.071, -0.036], [0.017, 0.023, -0.124], [0.067, 0.121, -0.021], [0.091, 0.050, -0.159], [-0.039, 0.040, 0.030], [-0.141, 0.046, 0.049], [-0.069, -0.054, 0.033], [0.001, -0.097, -0.025], [0.053, -0.036, -0.013], [0.113, 0.071, -0.025], [-0.268, 0.021, -0.265], [-0.109, -0.003, -0.016], [0.361, 0.090, 0.381], [-0.080, 0.163, -0.235], [0.399, -0.137, 0.024], [-0.154, -0.036, 0.044], [-0.085, -0.014, -0.038], [0.158, 0.229, 0.007], [-0.448, -0.214, -0.076], [-0.045, 0.023, -0.064], [0.069, -0.002, -0.044], [0.164, -0.093, 0.018], [-0.009, -0.090, 0.034], [-0.022, 0.023, -0.055], [0.031, -0.034, -0.024], [0.006, -0.023, 0.048], [0.014, 0.025, 0.113], [-0.035, 0.003, -0.063], [-0.052, 0.001, -0.080], [-0.018, 0.127, 0.082], [-0.061, -0.070, 0.052], [-0.611, 0.499, 0.228]],
  "mulliken_charge": [-0.513, -2.198, 0.919, 0.227, -0.659, -1.220, 0.070, -1.067, -0.709, -0.099, -1.155, -0.745, 1.197, -0.668, -2.004, 1.353, -0.986, -0.939, -0.987, 0.594, 0.850, 0.456, 0.372, 0.571, 0.644, 0.021, 0.419, 0.473, 0.725, 0.497, 0.373, 0.392, 0.453, 0.247, 0.422, 0.379, 0.504, 0.451, 0.525, 0.537, 0.362, 0.530, 0.546, 0.544, -0.029, -0.363, 0.362, -0.739, -0.941, 0.657, -1.217, 0.379, -0.210, -0.748, -0.454, -0.722, -0.199, 0.267, -0.144, -1.215, 0.198, -0.091, -0.775, -0.431, -0.690, -0.329, 0.353, 0.592, 0.513, 0.280, 0.536, 0.274, 0.395, 0.427, 0.410, 0.410, 0.399, 0.590, 0.519, 0.480, 0.427, 0.406, 0.412, 0.389, -0.791, 0.366, -0.721, -0.700, -0.817, 0.365, -1.132, 0.352, 0.193, 0.477, 0.430, -0.461, 0.372, 0.386, 0.393, 0.302, 0.306, 0.439, 0.569, -0.151, 0.356, -0.610]
}


[2]
{
  "formula": "C39H53N5P2Ru",
  "method": "wB97M-V/def2-TZVPD",
  "s_squared": 6.073,
  "homo_lumo_gap_ha": [0.20729, 0.12588],
  "charge": 2,
  "total_energy_ha": -2568.40484,
  "multiplicity": 5,
  "e_lumo_ev": [-5.74, -8.96],
  "de_lowest_kj_mol": 438.5,
  "elements": ["Ru", "C", "C", "C", "C", "C", "C", "C", "C", "C", "H", "H", "H", "H", "H", "H", "H", "H", "H", "H", "H", "H", "H", "H", "H", "P", "P", "N", "N", "N", "N", "C", "C", "C", "C", "C", "C", "C", "C", "C", "C", "C", "C", "C", "C", "C", "C", "C", "C", "H", "H", "H", "H", "H", "H", "H", "H", "H", "H", "H", "H", "H", "H", "H", "H", "H", "H", "H", "H", "C", "C", "C", "C", "C", "C", "C", "C", "N", "C", "C", "C", "C", "H", "H", "H", "H", "H", "H", "H", "H", "H", "H", "H", "H", "H", "H", "H", "H", "H", "H"],
  "coordinates": [[-0.27681, -2.91254, 1.42295], [0.22842, -4.64181, 0.75905], [-0.76923, -4.11712, -0.14660], [-2.21493, -4.57050, -0.08571], [-2.82351, -4.36984, 1.29926], [-2.17536, -3.21935, 2.04792], [-1.16301, -3.38127, 3.06563], [-0.37594, -4.60610, 3.28781], [-0.07650, -5.42798, 1.98990], [-0.85206, 0.54483, 1.19615], [1.24199, -4.71273, 0.37287], [-0.41911, -3.91892, -1.17466], [-2.34885, -5.61223, -0.39636], [-2.78289, -3.97533, -0.81602], [-3.88594, -4.12078, 1.17392], [-2.85785, -5.31565, 1.86357], [-2.90555, -2.44678, 2.30103], [-1.20599, -2.69413, 3.90148], [-0.90760, -5.25789, 3.99617], [0.57011, -4.35420, 3.78690], [0.85042, -5.97514, 2.19595], [-0.86480, -6.16547, 1.83270], [-0.44892, -0.46341, 1.41436], [-0.89133, 1.03899, 2.15372], [-0.25102, 1.12081, 0.47610], [-2.49607, 0.21265, 0.58505], [0.56733, -0.56530, -1.35252], [-3.25780, -0.12551, 2.12445], [-3.15115, 1.62332, 0.07586], [1.89779, -1.87760, -0.47350], [1.28039, -0.72088, -2.82890], [-2.38923, -0.95397, -0.81143], [-1.14561, -1.13163, -1.79277], [-2.65470, -0.23599, 3.39867], [-3.64885, -0.25835, 4.36703], [-4.90383, -0.17253, 3.68668], [-4.64938, -0.08555, 2.32928], [-3.12565, 2.81153, 0.82126], [-4.16673, 3.60790, 0.39309], [-4.85239, 2.89286, -0.66020], [-4.22645, 1.67669, -0.81599], [1.97378, -2.02124, 0.90905], [3.31642, -2.29769, 1.28196], [4.03847, -2.43700, 0.09049], [3.13343, -2.24179, -0.96530], [1.22362, -1.69301, -3.84937], [2.27036, -1.46231, -4.71909], [3.01616, -0.33817, -4.23015], [2.41375, 0.10188, -3.08012], [-3.23648, -0.69591, -1.46299], [-2.63424, -1.93436, -0.36150], [-1.03492, -2.20260, -2.02370], [-1.42211, -0.65402, -2.75320], [-1.58376, -0.28629, 3.51791], [-3.50991, -0.32084, 5.43244], [-5.87666, -0.16719, 4.14649], [-5.31805, 0.00574, 1.49251], [-2.40433, 2.92563, 1.61888], [-4.43003, 4.58042, 0.79219], [-5.71775, 3.21842, -1.23087], [-4.42776, 0.82067, -1.42467], [1.18699, -1.76837, 1.65202], [3.69858, -2.41116, 2.30309], [5.10531, -2.57805, -0.03098], [3.32136, -2.35039, -2.02281], [0.42222, -2.42344, -3.85018], [2.50144, -2.03291, -5.60904], [3.90001, 0.11023, -4.66026], [2.63304, 0.90000, -2.38259], [4.24432, 5.89934, -0.08443], [3.75213, 4.48191, 0.03518], [4.49407, 3.54170, 0.75883], [4.06199, 2.21806, 0.86979], [4.89630, 1.26257, 1.67214], [2.88958, 1.83107, 0.23574], [2.09730, 2.74324, -0.52665], [2.56455, 4.09605, -0.57894], [0.98337, 2.24576, -1.12349], [0.17807, 3.02498, -2.09965], [-0.57075, 4.16697, -1.41714], [1.01359, 3.52729, -3.29086], [-0.89273, 2.10879, -2.67827], [4.33449, 6.37612, 0.89965], [5.24473, 5.93530, -0.53162], [3.57358, 6.50843, -0.69917], [5.42386, 3.86371, 1.24329], [5.92804, 1.22151, 1.29287], [4.96156, 1.57715, 2.72482], [4.48454, 0.25312, 1.64747], [2.55878, 0.79953, 0.29218], [1.98930, 4.84363, -1.13725], [0.10266, 4.90278, -0.97093], [-1.18872, 4.67915, -2.16496], [-1.23228, 3.76568, -0.63354], [1.57026, 2.68813, -3.74817], [0.31490, 3.94274, -4.03857], [1.71312, 4.32968, -3.00340], [-0.45758, 1.29902, -3.27470], [-1.51459, 1.68349, -1.88042], [-1.54879, 2.69376, -3.33415]],
  "forces_ev_per_a": [[1.659, 4.843, -0.900], [0.044, -1.093, -2.418], [-0.084, -1.831, -0.606], [-0.199, -0.020, -0.248], [-0.993, -0.351, 0.041], [-0.878, -1.212, 1.211], [-2.367, 0.818, 1.536], [0.390, -1.064, 0.437], [0.728, -1.251, 0.642], [0.033, -0.172, -0.395], [0.072, -0.076, -0.009], [0.116, -0.019, 0.521], [0.135, 0.052, -0.127], [0.019, -0.111, 0.008], [0.105, -0.110, 0.012], [0.288, 0.381, -0.042], [0.458, 0.081, -0.243], [0.048, 0.083, 0.199], [0.131, -0.035, -0.194], [-0.167, 0.023, -0.050], [-0.350, -0.225, 0.129], [0.048, 0.111, -0.117], [0.272, 0.241, -0.201], [-0.113, 0.432, 0.114], [-0.173, -0.323, 0.297], [1.327, 0.349, 2.977], [2.103, -1.450, 0.790], [-0.248, 0.101, -1.190], [-0.339, 0.258, -0.399], [-1.798, 0.225, 0.130], [1.033, 0.859, -1.040], [-0.511, -0.815, -0.216], [-0.705, -0.291, 0.590], [-0.623, 0.036, 0.760], [0.720, 0.023, -1.695], [0.470, 0.063, -1.291], [0.012, -0.236, 1.083], [-0.928, 0.408, -0.053], [0.614, -0.901, -0.091], [0.401, -0.759, 0.041], [-0.572, 1.247, 0.274], [2.026, 0.345, 1.130], [-1.977, 0.016, 0.169], [-0.707, 0.311, -1.430], [0.849, 0.722, 0.101], [0.448, 0.329, -0.323], [-0.665, -0.081, 0.752], [-0.438, 0.309, 0.789], [-0.122, -0.696, -0.618], [0.180, -0.253, 0.224], [0.191, 0.317, -0.109], [-0.266, 0.216, 0.303], [0.570, 0.070, 0.569], [-0.182, -0.096, -0.018], [0.148, -0.021, -0.004], [-0.062, 0.023, -0.056], [-0.125, 0.037, -0.055], [-0.132, 0.121, -0.119], [0.139, -0.174, -0.145], [0.269, -0.015, 0.220], [-0.293, 0.083, -0.345], [0.514, 0.802, -0.172], [-0.349, 0.020, -0.542], [-0.236, -0.347, -0.003], [-0.085, 0.262, 0.001], [0.304, 0.085, -0.107], [-0.146, 0.045, 0.149], [-0.107, -0.124, -0.070], [0.135, -0.182, -0.265], [0.048, 0.235, 0.008], [-0.611, 0.158, -0.431], [0.006, 0.235, -0.029], [-0.218, -0.347, -0.045], [0.209, -0.253, 0.216], [0.426, -0.069, 0.233], [-0.287, -0.760, 0.200], [-0.068, 0.589, -0.251], [0.880, 1.153, -0.322], [-0.282, -0.263, -0.349], [-0.050, 0.221, 0.492], [0.333, 0.104, -0.077], [-0.224, -0.367, -0.100], [-0.098, -0.145, -0.150], [-0.193, -0.088, 0.017], [0.145, -0.123, 0.135], [-0.356, -0.207, -0.169], [-0.308, 0.037, 0.044], [-0.075, -0.026, -0.312], [0.017, 0.050, -0.019], [0.036, -0.059, 0.087], [0.491, -0.394, 0.417], [-0.281, -0.110, -0.025], [0.120, -0.118, 0.177], [0.201, 0.240, -0.243], [-0.218, 0.472, 0.146], [0.346, -0.210, 0.276], [-0.268, -0.466, -0.275], [0.016, 0.172, 0.029], [0.085, 0.114, -0.119], [0.121, -0.190, 0.148]],
  "mulliken_charge": [-0.162, -0.348, 0.023, -1.157, -1.179, 1.176, -1.349, -0.728, -1.384, 0.125, 0.638, 0.818, 0.457, 0.391, 0.434, 0.342, 0.259, 0.534, 0.424, 0.379, 0.457, 0.287, -0.309, 1.069, -0.639, -0.061, 0.171, 1.045, 1.578, 0.778, 1.135, -0.401, -1.183, -0.581, -0.794, -0.898, -0.634, -1.037, -0.613, -0.877, -0.562, -0.232, -0.740, -0.936, -0.554, -0.444, -0.904, -0.521, -0.760, 0.736, -0.748, 0.787, 0.831, 0.408, 0.524, 0.492, 0.500, 0.438, 0.524, 0.503, 0.560, 0.163, 0.519, 0.512, 0.481, 0.425, 0.447, 0.509, 0.416, -1.675, 0.321, -0.388, 0.463, -1.440, 0.838, 0.388, -0.941, 0.556, 0.999, -1.194, -1.560, -1.620, 0.374, 0.360, 0.378, 0.504, 0.397, 0.391, -0.014, -0.172, 0.195, 0.271, 0.494, 0.042, 0.291, 0.482, 0.362, 0.310, 0.365, 0.666]
}